Entry one
The following is a DFT calculation (ωB97M-V/def2-TZVPD) of C6H18KO6 as an isolated structure.

Results
LUMO energy: -3.47 eV
charge: +1
gap between HOMO and LUMO: 9.5059 eV

Each line ends with the Mulliken charge.
Cartesian coordinates (Å):
1 C 0.868 2.533 -2.501  -0.270
2 H 1.042 -0.398 2.070  0.309
3 C -1.478 -1.449 2.091  -0.041
4 C 0.693 -1.828 -1.258  -0.618
5 H -1.166 1.939 -0.836  0.437
6 K -1.055 0.434 -0.026  0.811
7 H 0.855 3.903 -0.957  0.384
8 H 1.766 2.105 -2.056  0.247
9 C 0.099 3.224 -1.351  -0.765
10 O 0.004 1.577 -3.006  -0.481
11 H -2.267 -1.827 2.740  0.483
12 H -0.790 -1.942 0.320  0.489
13 O 0.992 -1.258 2.492  -0.597
14 H -0.885 1.819 -2.734  0.267
15 C -0.336 -1.298 3.113  -0.713
16 H 0.739 -2.837 -1.666  0.431
17 H -2.490 0.175 1.880  0.389
18 O 0.476 -0.425 0.726  -0.773
19 H 1.428 -0.314 0.771  0.347
20 H -0.600 -0.485 3.790  0.331
21 H -0.745 3.751 -1.797  0.385
22 H 0.801 -2.421 0.837  0.590
23 O -0.357 2.245 -0.420  -0.492
24 H 1.281 3.296 -3.160  0.379
25 C 0.269 -1.716 0.197  -0.636
26 H -1.084 -2.236 1.447  0.128
27 O -1.759 -0.269 1.446  -0.525
28 H 1.917 -1.401 -2.461  0.356
29 O 2.059 -1.485 -1.515  -0.531
30 H 0.062 -1.209 -1.896  0.268
31 H -0.341 -2.203 3.720  0.411

***

Entry two
The following is a DFT calculation (ωB97M-V/def2-TZVPD) of C6H18KO6 as an isolated structure.

Results
LUMO energy: -4.10 eV
charge: +1
gap between HOMO and LUMO: 9.3085 eV

Each line ends with the Mulliken charge.
Cartesian coordinates (Å):
1 H 0.859 1.420 -2.316  0.360
2 H 1.837 3.271 1.785  0.262
3 C 0.868 3.734 1.975  -0.550
4 C -1.491 -4.289 -0.084  -0.461
5 H 3.175 -0.281 -0.518  0.336
6 H -1.156 -2.348 -0.258  0.285
7 O 1.146 -0.412 -1.305  -0.551
8 H 3.299 2.207 -1.794  0.347
9 H 1.092 4.800 1.985  0.358
10 H -1.055 3.935 0.834  0.337
11 K 0.190 -0.767 1.426  1.011
12 O 3.633 0.529 -0.752  -0.516
13 O -0.941 -3.048 0.362  -0.491
14 H 2.010 0.200 -3.037  0.296
15 O -0.436 2.025 0.999  -0.455
16 H -0.994 1.769 0.261  0.276
17 H -1.233 -4.476 -1.126  0.299
18 H -3.335 -5.338 -0.177  0.329
19 H -3.553 -2.611 -0.649  0.280
20 H 2.182 2.073 -0.568  -0.277
21 H 0.204 -0.511 -1.464  0.241
22 H 0.295 3.522 -0.170  0.342
23 C -0.142 3.340 0.812  -0.381
24 C 2.693 1.447 -1.300  0.143
25 H -3.401 -4.031 1.066  0.260
26 H 0.078 2.584 3.271  0.295
27 O 0.281 3.522 3.245  -0.468
28 C -3.057 -4.314 0.072  -0.396
29 O -3.658 -3.527 -0.915  -0.482
30 C 1.638 0.680 -2.132  -0.363
31 H -1.028 -5.105 0.472  0.331

***

Which is less stable than every other structure shown? entry one is.